C25H31N3O3 in the gas phase. Source: the OMol25 dataset; level of theory: the ωB97M-V functional and the def2-TZVPD basis.

* energy relative to the best compared isomer or geometry (same formula, charge and spin): 29.72 kJ/mol
* strongest force on any atom: 0.595 eV/Å
* E_HOMO: -8.6 eV

```
! RIJCOSX wB97M-V def2-TZVPD def2/J DEFGRID3
* xyz 0 1
O 2.407 -2.015 -1.390
C 1.460 -2.463 -0.777
C 1.010 -1.915 0.571
C -0.094 -0.860 0.374
C -1.365 -1.590 -0.067
O -1.651 -2.696 0.365
N -2.185 -0.962 -0.923
C -1.889 0.264 -1.621
C -0.860 1.050 -0.821
N 0.270 0.184 -0.566
C 1.493 0.922 -0.253
C 1.397 1.789 0.978
C 0.995 3.117 0.875
C 0.851 3.910 1.996
C 1.098 3.396 3.267
C 0.946 4.236 4.464
C 0.354 3.728 5.618
C 0.211 4.520 6.742
C 0.663 5.828 6.735
C 1.257 6.343 5.594
C 1.395 5.555 4.466
C 1.505 2.069 3.373
C 1.656 1.283 2.247
N 0.714 -3.502 -1.207
C 0.800 -4.000 -2.558
C -0.319 -3.429 -3.439
C -1.694 -3.974 -3.043
C -2.758 -3.403 -3.981
O -2.493 -3.712 -5.329
C -1.248 -3.203 -5.749
C -0.088 -3.753 -4.916
H 0.597 -2.714 1.188
H 1.870 -1.484 1.079
H -0.338 -0.435 1.373
H -3.004 -1.483 -1.206
H -2.810 0.841 -1.743
H -1.479 0.039 -2.615
H -0.528 1.906 -1.409
H -1.323 1.424 0.111
H 1.700 1.547 -1.126
H 2.304 0.201 -0.170
H 0.802 3.541 -0.101
H 0.528 4.935 1.889
H -0.015 2.713 5.624
H -0.256 4.114 7.628
H 0.554 6.445 7.615
H 1.616 7.362 5.584
H 1.874 5.955 3.585
H 1.730 1.657 4.346
H 2.001 0.265 2.361
H -0.099 -3.763 -0.667
H 1.772 -3.684 -2.946
H 0.754 -5.092 -2.546
H -0.315 -2.340 -3.312
H -1.941 -3.719 -2.012
H -1.691 -5.062 -3.137
H -3.740 -3.831 -3.768
H -2.811 -2.308 -3.856
H -1.149 -3.493 -6.797
H -1.256 -2.102 -5.684
H -0.036 -4.835 -5.048
H 0.848 -3.314 -5.264
*
```

The molecule's natural (NBO) atomic charges, reported in e, are given here: O -0.638; C 0.685; C -0.495; C -0.138; C 0.698; O -0.665; N -0.604; C -0.212; C -0.227; N -0.438; C -0.244; C -0.084; C -0.157; C -0.208; C -0.071; C 0.037; C -0.227; C -0.203; C -0.218; C -0.193; C -0.231; C -0.220; C -0.150; N -0.626; C -0.220; C -0.226; C -0.445; C -0.059; O -0.527; C -0.063; C -0.419; H 0.249; H 0.226; H 0.208; H 0.407; H 0.203; H 0.192; H 0.213; H 0.179; H 0.207; H 0.237; H 0.200; H 0.213; H 0.214; H 0.214; H 0.213; H 0.212; H 0.214; H 0.215; H 0.200; H 0.419; H 0.234; H 0.193; H 0.200; H 0.220; H 0.205; H 0.194; H 0.145; H 0.194; H 0.154; H 0.202; H 0.214